Entry 1:
9
Properties=species:S:1:pos:R:3:forces:R:3:lowdin_charge:R:1 method="wB97M-V/def2-TZVPD" orbital_gap_ev=9.86 smiles="CS/C=N/Cl" de_lowest_kj_mol=162.71 charge=0
C 0.35279 -0.97846 0.83269 -0.022 -0.011 0.056 -0.6269
C 0.14570 0.78409 -1.13762 1.301 -0.651 -0.929 -0.3798
N -0.68125 -0.27359 0.90029 -1.482 0.679 0.874 -0.5718
S 1.22867 -0.60466 -0.60706 0.354 0.244 -0.575 0.8505
Cl -1.71582 -0.28340 2.26368 0.247 -0.550 0.329 0.5437
H 0.71809 -1.71210 1.54050 0.067 -0.094 0.098 0.0781
H -0.85568 0.40889 -1.28006 -0.151 0.175 -0.016 0.0343
H 0.21305 1.58790 -0.41868 -0.176 0.074 0.073 0.0408
H 0.59445 1.07132 -2.09374 -0.138 0.134 0.090 0.0311

Entry 2:
9
Properties=species:S:1:pos:R:3:forces:R:3:lowdin_charge:R:1 method="wB97M-V/def2-TZVPD" orbital_gap_ev=9.74 de_lowest_kj_mol=378.67 charge=0
C -2.31827 -0.46999 0.89480 -0.288 -0.435 0.188 -0.6639
C 1.28430 -0.12549 0.16888 -2.351 -2.760 1.687 -0.2205
N 0.11309 0.19855 -0.63083 -0.958 0.768 0.477 -0.4900
S -3.21982 -0.92541 -0.25054 -0.047 0.019 0.005 0.6160
Cl -0.65221 1.62901 0.04026 0.040 0.360 0.298 0.5122
H 0.20997 0.61091 -1.54807 1.170 -0.710 -0.316 0.0332
H 1.72996 -1.01111 -0.25750 0.526 0.011 -0.500 0.0704
H 1.93466 0.64952 0.37756 1.525 1.636 0.096 0.0290
H 0.91832 -0.55599 1.20545 0.383 1.113 -1.935 0.1136

Entry 3:
8
Properties=species:S:1:pos:R:3:forces:R:3:lowdin_charge:R:1 method="wB97M-V/def2-TZVPD" orbital_gap_ev=8.94 smiles="C1=PC1.Cl" de_lowest_kj_mol=195.39 charge=0
C -1.30877 0.60750 -0.58491 0.486 1.935 0.162 -0.4672
C -0.99564 -0.38716 0.40966 -1.139 -0.323 1.929 -0.5236
P 0.08848 1.10951 0.20635 -1.065 -0.396 -1.325 0.8900
Cl 3.75625 0.26563 -0.29305 0.480 0.666 -0.105 0.2601
H 3.06584 -0.77062 -0.13520 -0.458 -0.679 0.102 -0.2809
H -2.20415 0.96561 -1.12140 0.847 -0.445 0.096 0.0510
H -1.61517 -0.38558 1.31818 0.059 0.042 -0.128 0.0428
H -0.78685 -1.40490 0.20037 0.791 -0.800 -0.732 0.0277

Entry 4:
10
Properties=species:S:1:pos:R:3:forces:R:3:lowdin_charge:R:1 method="wB97M-V/def2-TZVPD" orbital_gap_ev=8.34 smiles=ClP1CCSS1 de_lowest_kj_mol=64.52 charge=0
C -0.60540 0.43583 -0.67883 2.415 0.911 3.026 -0.3418
C -0.86246 -0.47135 0.60651 -0.663 -1.364 -2.263 -0.6248
P 1.55660 0.61115 -0.84154 -2.492 -0.339 -1.844 0.1263
S 0.09559 -1.98459 0.36184 0.919 0.384 0.216 0.4203
S 2.00797 -1.08135 0.23755 -0.154 -0.776 0.739 0.0944
Cl 2.09508 2.21025 0.26953 -0.091 0.502 0.932 0.0965
H -0.80813 -0.06445 -1.61624 -0.433 0.154 0.011 0.0372
H -0.90867 1.51815 -0.51874 0.076 -1.443 -0.633 0.0680
H -0.75153 -0.09787 1.61450 0.232 0.628 -0.127 0.0619
H -1.81905 -1.07576 0.56542 0.191 1.342 -0.056 0.0620

Entry 5:
10
Properties=species:S:1:pos:R:3:forces:R:3:lowdin_charge:R:1 method="wB97M-V/def2-TZVPD" orbital_gap_ev="5.19 / 2.74" spin_multiplicity=2 charge=0 s_squared=0.7636
O -0.94361 1.94547 -0.85523 0.907 -0.681 1.289 -0.2949
C -0.16589 -0.79253 -0.83260 -0.050 0.138 -0.770 0.0707
C 0.01140 -1.01944 0.50806 2.930 1.442 1.468 -0.2810
O 0.81167 -0.20575 1.24307 -2.263 -1.572 -2.434 -0.5207
H -1.16597 2.09161 -1.77411 0.310 0.062 -0.309 -0.0400
H 0.63278 -0.26645 -1.37443 -0.767 0.065 0.212 0.0763
H -0.88833 -1.40369 -1.37754 0.308 0.308 0.047 0.0774
H -0.23127 -2.00903 0.92045 -0.546 0.652 0.257 0.1161
Mg 1.24162 -0.21635 3.18845 0.234 0.267 0.696 0.4375
Cu 0.69762 1.87618 0.35387 -1.062 -0.681 -0.455 0.3587

Entry 6:
12
Properties=species:S:1:pos:R:3:forces:R:3:lowdin_charge:R:1 method="wB97M-V/def2-TZVPD" orbital_gap_ev="8.13 / 7.30" spin_multiplicity=3 de_lowest_kj_mol=132.77 charge=0 s_squared=2.0086
C -1.81408 0.66961 0.19093 -0.994 0.442 -0.342 -0.1875
C -2.08768 -0.57185 -0.08512 0.803 -1.675 -0.848 -0.0856
N 2.63486 -0.09649 1.61411 2.602 -1.495 0.800 0.0672
N 1.03644 0.12251 -1.42611 -2.015 4.260 -1.198 0.1266
N 2.03425 0.02666 0.52211 -2.246 4.910 6.239 -0.1475
N 1.83649 -0.22230 -0.56896 3.271 -6.063 -5.086 -0.1298
F -1.90684 1.20146 1.38475 -0.090 -0.090 1.749 0.0516
F -1.85685 -1.02486 -1.38955 -0.699 0.470 1.615 -0.0426
H -1.83514 1.43691 -0.50641 0.863 1.033 -1.736 0.1079
H -2.34027 -1.31492 0.66473 0.141 -0.195 -0.445 0.1234
H 3.60149 0.31800 1.65820 -1.193 0.119 -0.262 0.0718
H 0.69734 -0.54473 -2.05868 -0.444 -1.716 -0.486 0.0444

Entry 7:
12
Properties=species:S:1:pos:R:3:forces:R:3:lowdin_charge:R:1 method="wB97M-V/def2-TZVPD" orbital_gap_ev="5.91 / 6.88" spin_multiplicity=3 de_lowest_kj_mol=82.06 charge=0 s_squared=2.0048
C 0.63472 0.08861 -0.37590 -0.819 0.038 1.267 -0.4747
C 1.80540 -0.29541 0.55779 0.489 5.931 -3.245 0.0118
N 0.48071 0.97659 -1.25666 -1.318 -1.017 0.311 0.1547
O -0.48609 -0.69780 -0.01105 2.299 -0.581 -0.701 -0.2338
F -2.55392 -1.37371 1.03145 -0.578 0.400 0.301 -0.1638
F -2.63744 -0.86346 -1.21504 -0.122 0.829 0.713 -0.1935
P -2.04224 -0.19136 0.12288 3.079 -5.524 -2.177 0.2148
S -2.68429 1.60444 0.53028 -3.296 5.504 1.234 0.4265
H 2.17014 -1.13294 0.12384 1.634 -2.832 -0.601 0.0381
H 2.57198 0.62464 0.48277 -1.365 -2.270 0.008 0.1345
H 1.51380 -0.31638 1.53131 -0.981 -0.666 2.645 0.0373
H 1.22723 1.57678 -1.52166 0.978 0.189 0.246 0.0480

Entry 8:
9
Properties=species:S:1:pos:R:3:forces:R:3:lowdin_charge:R:1 method="wB97M-V/def2-TZVPD" orbital_gap_ev="8.64 / 8.61" de_lowest_kj_mol=373.10 charge=0
C -0.52366 0.44925 0.26695 5.764 3.774 3.579 0.1176
C 1.85422 0.34441 0.00071 -3.140 1.934 1.132 -0.8476
F 2.41816 0.99310 1.04911 -0.355 -0.405 0.299 -0.0127
F 2.10691 1.12809 -1.03507 0.080 -0.150 -1.067 0.0343
S 2.37175 -1.28052 0.01319 1.128 -1.581 0.121 0.8540
H -0.44890 1.22667 -0.40608 -0.574 1.686 -1.314 -0.0267
H -0.76807 -0.43658 -0.07576 -1.424 -4.351 -1.057 -0.0558
H -0.24145 0.75074 1.32560 -1.192 -0.868 -1.381 0.0530
H 1.75340 -1.62226 -1.10654 -0.287 -0.039 -0.312 -0.1162

Entry 9:
18
Properties=species:S:1:pos:R:3:forces:R:3:lowdin_charge:R:1 method="wB97M-V/def2-TZVPD" orbital_gap_ev=7.58 de_lowest_kj_mol=0.00 charge=-1
N -0.99606 -0.12692 0.29840 0.026 -0.633 0.132 -0.4182
S -1.21617 1.73189 -0.24937 0.636 1.232 1.766 0.8018
O -2.06555 2.14068 0.90424 0.972 -0.391 -1.490 -0.4991
O 0.20566 2.19927 -0.11584 -1.604 -0.581 -0.206 -0.5638
S 0.09431 -1.05076 -0.40448 -0.209 -0.220 -1.200 0.6631
O 0.86559 -0.28283 -1.39364 -0.929 -0.899 1.328 -0.3590
O -0.42307 -2.36039 -0.78569 0.566 1.286 0.465 -0.2897
C 1.34840 -1.42995 0.92817 -0.617 0.466 -0.884 -0.6965
F 1.75055 -0.30996 1.50312 0.186 0.185 0.228 0.1520
F 0.80295 -2.22201 1.83849 -0.124 -0.299 0.475 0.1392
F 2.38848 -2.04136 0.38316 0.339 -0.236 -0.016 0.1479
Li 1.50819 1.63746 -1.47914 0.219 0.275 -0.380 0.6109
O 2.54318 2.34023 -2.73343 -0.196 -0.200 0.336 -0.6174
H 2.87134 3.22708 -2.87743 -0.003 0.010 -0.002 -0.1603
C -2.21208 -0.73780 0.90129 0.828 -0.541 0.187 -0.1296
H -2.71028 0.04507 1.48293 -0.209 0.000 -0.802 0.0645
H -1.97903 -1.48419 1.67192 0.430 0.001 -0.267 0.0740
H -2.77640 -1.27551 0.12729 -0.311 0.547 0.329 0.0800

Entry 10:
12
Properties=species:S:1:pos:R:3:forces:R:3:lowdin_charge:R:1 method="wB97M-V/def2-TZVPD" orbital_gap_ev="5.28 / 4.31" de_lowest_kj_mol=533.43 charge=+1
C 0.37978 0.83442 0.10012 -3.042 -2.394 0.767 0.0240
C 1.41129 -0.23776 -0.11216 1.449 2.005 -0.252 -0.7363
N 0.50584 2.03552 -0.21989 5.577 -1.089 -1.081 0.1853
N -2.08337 -1.02472 -0.12914 -0.812 -0.099 1.130 0.2472
O -2.23643 -1.99372 0.66720 0.300 0.641 1.317 0.1067
F 1.61046 -0.46420 -1.39718 -0.527 -0.199 -1.134 0.1751
F 2.60181 0.11320 0.37628 0.764 0.571 0.626 0.1546
F 1.09518 -1.35351 0.47029 -1.005 -1.543 0.773 0.1598
H 1.49270 2.29648 -0.50411 -1.392 0.674 -0.012 0.1798
H -0.17175 2.71167 -0.16007 -1.953 1.873 0.339 0.0964
H -3.06062 -0.87163 -0.54912 1.222 -0.687 -0.117 0.1672
H -1.54489 -2.04575 1.45778 -0.580 0.247 -2.356 0.2401

| no. | E_tot (eV) |
| --- | --- |
| 1 | -26984.938 |
| 2 | -26982.699 |
| 3 | -23947.465 |
| 4 | -45620.622 |
| 5 | -56313.408 |
| 6 | -13525.298 |
| 7 | -31232.805 |
| 8 | -18405.325 |
| 9 | -43897.287 |
| 10 | -15304.789 |